(1)
56
Properties=species:S:1:pos:R:3:forces:R:3 method="wB97M-V/def2-TZVPD" e_above_lowest_ev=0.000 homo_energy_ev=-10.87 charge=+1 orbital_gap_ev=5.67
C -2.91360 -2.04382 -0.03943 -0.2695 0.1234 0.1684
Si -1.81709 -3.27243 -0.93221 0.2627 0.0536 -0.3144
C -0.77407 -4.22494 0.29629 0.0186 -0.1867 0.1867
C -2.85431 -4.43657 -1.95812 -0.0967 -0.0867 -0.0623
C -0.62568 -2.28311 -2.05691 0.0274 0.5345 0.3145
C -0.19337 -1.04931 -1.71652 -0.2607 -0.5690 -0.3853
O -0.26012 -2.95664 -3.20197 0.5059 0.4235 -0.3464
C 0.65290 -2.29467 -4.06589 -0.3578 -0.2132 0.3637
C 2.01927 -2.47848 -3.86365 -0.2535 0.2912 -0.0655
C 2.90923 -1.75370 -4.66028 -0.1392 -0.1502 -0.0389
C 2.42850 -0.89843 -5.65704 -0.0793 -0.0261 0.0977
C 1.05202 -0.76615 -5.86653 -0.0260 -0.2004 0.0223
C 0.14715 -1.48221 -5.07877 0.2612 -0.0085 0.2787
H -3.60077 -2.59372 0.62272 0.1665 0.1758 -0.1336
H -2.35511 -1.32897 0.58369 -0.1145 -0.1762 -0.1474
H -3.52691 -1.46759 -0.74847 0.1994 -0.1486 0.1808
H -1.41841 -4.78489 0.99172 0.2034 0.1066 -0.1610
H -0.12970 -4.94804 -0.22503 -0.1466 0.1851 0.1526
H -0.12792 -3.56248 0.89075 -0.1347 -0.1313 -0.1519
H -3.54867 -5.00526 -1.32048 0.1919 0.1531 -0.1572
H -3.45117 -3.88884 -2.70003 0.1394 -0.1241 0.1475
H -2.22238 -5.15559 -2.49628 -0.1361 0.1757 0.1046
H 0.46200 -0.46255 -2.36263 -0.1073 -0.0932 0.3272
H -0.58056 -0.60448 -0.79727 0.1517 -0.0790 -0.3445
H 2.35766 -3.15657 -3.07585 -0.0912 0.2816 -0.2743
H 3.98120 -1.87357 -4.49523 -0.2949 0.0768 -0.1375
H 3.12961 -0.33768 -6.27714 -0.2146 -0.1654 0.1924
H 0.66599 -0.11082 -6.64907 0.2004 -0.1895 0.1964
H -0.93485 -1.40515 -5.21358 0.4033 0.0250 0.0494
C -2.14910 6.46166 2.46698 0.3798 -0.4982 0.0438
C -2.82013 5.30811 2.03982 0.1436 -0.1473 0.0279
C -2.17244 4.07297 2.04529 0.3919 -0.0807 0.1229
C -0.82676 3.94768 2.48062 -0.6845 1.1058 -0.0140
C -0.15421 2.66842 2.48002 1.3508 0.5737 0.4738
O 1.12920 2.73825 2.92496 -1.0776 -1.2763 -0.5954
C 1.89953 1.58986 2.98928 -0.1921 0.4654 -0.1365
C 1.38009 0.34473 2.57067 0.8509 0.2185 0.2439
C 2.23681 -0.78147 2.69762 0.0857 0.0883 -0.0858
C 3.53175 -0.63380 3.16837 -0.4161 -0.4054 -0.1733
C 4.01821 0.62694 3.55074 -0.4229 0.3850 -0.0885
C 3.19827 1.74686 3.46508 0.2819 -0.1742 0.0959
C 0.06472 0.30608 2.06811 -0.6816 0.4980 0.7404
C -0.70584 1.46173 2.06753 0.1650 -0.8362 -0.2679
C -0.16485 5.12325 2.90824 -0.0873 -0.0118 -0.0167
C -0.81709 6.35406 2.90000 -0.1155 -0.1026 -0.0579
H -2.65322 7.42978 2.46374 0.1673 -0.3294 -0.0010
H -3.85555 5.36874 1.69965 0.3518 -0.0264 0.1131
H -2.69437 3.17631 1.71299 -0.0655 0.4155 0.0412
H 1.83517 -1.75153 2.39773 0.2693 0.2242 0.0906
H 4.18563 -1.50352 3.24119 -0.2424 0.2399 -0.0129
H 5.04011 0.72710 3.91649 -0.3011 0.0005 -0.1066
H 3.55208 2.73373 3.75579 -0.1213 -0.2112 -0.0592
H -0.37725 -0.65881 1.82229 0.1036 0.2336 -0.2405
H -1.74690 1.45368 1.75161 0.3977 -0.1231 0.0342
H 0.86865 5.07730 3.25077 -0.3174 -0.0084 -0.1098
H -0.27337 7.23854 3.23766 -0.2229 -0.2747 -0.1248



(2)
136
Properties=species:S:1:pos:R:3:forces:R:3 method="wB97M-V/def2-TZVPD" e_above_lowest_ev=0.571 homo_energy_ev=-3.75 charge=-1 orbital_gap_ev=5.53
C 2.71502 1.51882 2.90206 -0.6833 0.6047 -0.1726
C 1.27148 0.92926 2.95511 2.0936 -0.2298 -0.6997
Br 0.02059 2.44914 3.07550 -0.2202 -0.2069 0.2051
C 1.03927 0.09350 1.70563 -0.8624 -0.3489 0.4199
B -0.42469 -0.67886 1.58731 0.2480 -0.2608 -0.0238
S -1.36412 -0.80943 3.28282 -0.3593 0.1568 0.4818
C -1.36340 -0.10144 0.36365 -0.1433 -0.6866 1.2246
C -2.51363 0.83705 0.77541 -0.8214 1.1778 -1.2563
C -3.75877 0.10167 1.12349 -0.1334 0.8300 0.3989
F -4.35152 -0.63952 0.14097 0.8370 -0.9382 0.3997
C -4.31113 0.07124 2.34035 -0.1471 -0.8352 -0.6529
F -4.72352 -1.05001 2.93009 -1.1353 0.4899 -0.2323
F -4.53903 1.13604 3.11136 1.1255 -0.2423 0.6118
P 0.03766 -2.50253 1.00035 1.0057 0.4436 -1.1272
O 1.05622 -3.17509 2.14857 -1.1624 -0.2913 0.1408
Cl -1.82470 -3.52901 1.11070 0.2206 -0.1125 0.3495
H 2.63308 2.58476 2.70634 0.2559 0.0685 0.0364
H 3.24776 1.39931 3.84726 0.0271 -0.1361 -0.0380
H 3.26517 1.09422 2.06245 0.1033 -0.2615 0.2380
H 1.24987 0.31421 3.84900 -0.9247 0.2041 0.1552
H 1.82851 -0.66940 1.74132 0.1297 0.1077 0.0513
H 1.25541 0.69725 0.81862 -0.0556 0.0474 -0.0072
H -0.84064 -1.89363 3.88530 0.1178 0.0902 -0.1957
H -1.81987 -0.95102 -0.15613 0.0322 0.1441 -0.2472
H -0.70396 0.39414 -0.34204 -0.1606 0.1245 -0.1258
H -2.26692 1.50676 1.60118 0.1328 -0.1725 0.0957
H -2.73778 1.48938 -0.08495 0.0747 0.0283 0.0711
H 0.56534 -3.28632 2.97733 0.3052 0.1909 0.1860
C -5.16383 2.29580 6.23540 0.3311 -0.0890 -0.3679
O -3.75571 2.36591 6.04934 -0.0910 0.0847 0.1621
H -5.39390 2.65812 7.23497 0.0597 -0.0140 0.0239
H -5.67725 2.92000 5.49780 -0.1406 -0.0283 0.0660
H -5.50379 1.26242 6.13720 -0.2107 0.0599 0.0564
H -3.55719 2.04012 5.16435 0.0824 -0.0519 0.0086
C 4.84107 2.17341 -0.13092 0.1206 -0.3663 -0.1093
O 4.46424 0.79829 -0.19447 -0.0694 0.1868 0.0515
H 3.98528 2.74508 0.22011 -0.0375 -0.0714 0.0223
H 5.67194 2.30350 0.56745 -0.0070 0.2162 -0.0352
H 5.13272 2.53049 -1.12186 0.0391 0.1765 0.0784
H 5.23108 0.31060 -0.50339 -0.0465 -0.1062 -0.0094
C 0.25627 0.83849 6.48370 0.1688 -0.0647 0.1098
O 1.19908 -0.23205 6.35043 -0.1169 -0.0810 -0.0600
H -0.51036 0.71404 5.72217 0.0859 -0.1155 -0.0623
H -0.21035 0.80788 7.47375 -0.0572 0.1062 -0.0336
H 0.75355 1.79799 6.34012 -0.1329 0.0744 0.0187
H 1.86999 -0.10877 7.02551 0.0421 0.0101 -0.0181
C -1.13328 0.65379 -3.95325 -0.1807 -0.4179 0.0883
O -1.32786 -0.02189 -2.71636 0.0225 0.3161 -0.2082
H -0.72694 1.64244 -3.74857 0.0000 -0.0269 0.1337
H -0.42739 0.09620 -4.57524 -0.0115 0.1577 -0.1500
H -2.08900 0.75911 -4.47655 0.1075 0.1211 -0.1714
H -1.68180 -0.89315 -2.91626 0.1538 -0.1328 0.2287
C 5.83255 5.95721 -0.45770 0.2688 -0.2352 -0.1854
O 6.87133 4.99730 -0.66559 -0.0151 -0.0719 0.2072
H 5.34816 5.74148 0.49250 0.0305 -0.1239 -0.0153
H 6.25059 6.95965 -0.42930 -0.1263 0.0616 0.0111
H 5.09587 5.88905 -1.25868 -0.1174 0.1189 0.0904
H 7.28256 5.20592 -1.50785 0.0230 0.0444 -0.0015
C 0.28123 4.86970 7.90042 0.1750 -0.0889 0.0698
O 1.24954 3.83276 7.79233 -0.0126 0.0891 -0.0037
H -0.46561 4.70384 7.12821 0.0139 -0.0538 -0.0117
H -0.20748 4.84701 8.87844 -0.0778 0.0608 -0.0352
H 0.74109 5.85089 7.74779 -0.0872 0.0452 -0.0100
H 1.91180 3.97425 8.47309 0.0243 -0.0252 0.0055
C -1.52717 -4.99711 -2.94636 -0.0857 0.1313 0.4967
O -1.14388 -4.01505 -1.99996 -0.1235 -0.0296 -0.3294
H -0.98266 -4.81100 -3.86934 -0.0034 -0.0449 -0.0134
H -1.27454 -5.99715 -2.57964 -0.0722 -0.0916 -0.1950
H -2.60395 -4.93752 -3.14303 0.0235 -0.1686 -0.1674
H -1.62424 -4.18312 -1.17522 0.2548 0.2111 0.0598
C -4.71893 -0.32651 -3.55939 -0.3206 0.2706 -0.2015
O -4.63893 0.38792 -4.79705 0.1251 -0.1454 -0.0299
H -3.77322 -0.83032 -3.39569 0.0238 0.0321 -0.0154
H -4.90039 0.36784 -2.73764 0.0699 -0.1598 0.1483
H -5.51948 -1.06953 -3.60538 0.0463 -0.0540 0.1361
H -5.48003 0.83059 -4.93010 0.0021 0.0417 -0.0115
C 3.41596 9.35355 -1.15505 0.1713 -0.0603 -0.1943
O 4.45271 8.40127 -1.36850 -0.1478 0.2830 0.0707
H 2.94717 9.12288 -0.20198 0.0202 -0.0411 0.0065
H 3.81927 10.36972 -1.11680 -0.0914 0.0370 0.0378
H 2.66252 9.29352 -1.94451 -0.0697 0.0547 0.0590
H 4.86767 8.60245 -2.21200 0.0454 -0.0974 -0.0173
C 1.54496 -7.67856 -2.83446 -0.1259 -0.2166 -0.2124
O 1.13437 -7.92002 -4.17845 0.0978 0.0411 -0.0133
H 1.69198 -6.60866 -2.71328 -0.0401 0.0121 -0.0253
H 0.77325 -8.01588 -2.13817 0.0855 0.0758 0.1325
H 2.48516 -8.19526 -2.62150 0.0045 0.0565 0.1193
H 1.00128 -8.86794 -4.27549 -0.1294 0.0060 -0.0426
C 1.62260 5.84273 3.33272 0.1901 -0.0315 0.2228
O 2.58828 4.81137 3.20725 0.0522 0.2746 -0.1687
H 0.85835 5.69196 2.57489 0.0340 -0.1183 -0.0155
H 1.15330 5.80619 4.32033 -0.1213 0.0740 -0.0519
H 2.08080 6.82735 3.18507 -0.0910 0.0448 -0.0098
H 3.25406 4.95092 3.88534 0.0131 -0.1076 0.0282
C 0.13350 -2.65636 -5.41020 -0.3260 0.0678 -0.2017
O -0.11655 -1.71221 -6.45707 0.2474 0.0181 0.0096
H 1.12931 -2.47877 -5.01414 -0.0063 0.0786 -0.0256
H -0.60033 -2.53243 -4.61093 0.1304 -0.1149 0.1343
H 0.07698 -3.67385 -5.80491 0.0622 -0.0546 0.1383
H -1.00087 -1.88599 -6.78850 -0.0342 0.0945 -0.0134
C -4.61613 -1.21187 7.22079 -0.1794 -0.1223 0.1446
O -5.34665 -1.06179 8.44203 0.0802 0.1073 -0.0152
H -3.99970 -0.32717 7.08368 -0.0095 0.0187 0.0469
H -3.96988 -2.09103 7.26552 0.0461 0.0254 -0.1202
H -5.30598 -1.30270 6.37805 0.1402 -0.0089 -0.1129
H -5.88716 -1.84711 8.55252 -0.0184 -0.0075 0.0233
C 9.48139 7.86594 -1.26257 -0.1858 0.1485 0.0980
O 8.11758 8.08509 -1.60889 0.1575 0.0067 -0.1381
H 9.85496 7.05505 -1.88252 -0.0334 -0.0099 -0.0184
H 10.08026 8.76157 -1.44993 0.0846 -0.0544 0.0025
H 9.57335 7.58020 -0.21206 0.0868 -0.0483 -0.0190
H 7.78784 8.79906 -1.05685 -0.1055 -0.0378 0.0170
C -1.71563 -9.99664 -6.05396 0.0626 -0.2574 0.1248
O -0.98304 -10.66935 -5.03107 0.0882 0.1719 -0.0316
H -1.49310 -8.93424 -5.99033 0.0243 -0.0070 0.0855
H -1.41987 -10.36836 -7.03983 -0.0854 0.0890 -0.0593
H -2.78875 -10.14830 -5.91002 -0.0286 0.0961 -0.1037
H -1.18471 -11.60579 -5.09413 0.0329 -0.0265 0.0510
C -3.70652 -7.32004 -7.22909 0.3588 0.1870 -0.2003
O -2.57518 -6.58048 -6.78564 -0.1317 -0.0593 0.1278
H -4.34590 -7.50635 -6.37017 0.0408 0.0275 0.0391
H -4.26348 -6.75016 -7.97787 -0.1359 -0.1175 0.0097
H -3.38908 -8.27503 -7.65842 -0.1867 -0.0575 -0.0181
H -2.01051 -6.41711 -7.54527 0.0533 0.0295 0.0243
C 1.75359 2.48908 -6.02563 -0.1414 -0.3482 -0.0435
O 2.24340 1.18048 -5.77553 0.0330 0.0968 -0.0446
H 2.54993 3.20278 -5.82644 0.0622 -0.0710 0.0244
H 1.44674 2.57827 -7.07262 -0.0549 0.2103 0.0331
H 0.90701 2.71351 -5.37088 -0.0136 0.1398 -0.0639
H 1.52183 0.56910 -5.96025 0.0659 -0.1183 0.0585
C -5.00015 -6.35906 0.94245 0.0301 0.3176 0.1509
O -4.00022 -5.51457 1.48722 -0.2503 -0.3663 -0.0374
H -4.51379 -7.26908 0.59725 0.0330 0.0064 0.0056
H -5.74944 -6.62249 1.69668 -0.0542 -0.0882 -0.0769
H -5.49846 -5.87998 0.09354 -0.0562 -0.1027 -0.0314
H -4.42271 -4.70572 1.79114 0.1685 0.1109 -0.0079



(3)
18
Properties=species:S:1:pos:R:3:forces:R:3 method="wB97M-V/def2-TZVPD" e_above_lowest_ev=2.019 homo_energy_ev=-10.19 smiles="C=C(C#N)[C@@](C)(O)OC" orbital_gap_ev=10.43
C -1.62868 1.92159 0.00643 -0.0635 -0.7677 0.0284
C -1.14151 0.70033 -0.27111 0.5607 1.4463 -0.6362
C -1.72041 -0.05208 -1.35976 -1.7508 -0.9507 -0.2949
N -2.40306 -0.66792 -2.07086 1.1194 0.7982 0.6488
C 0.10195 0.05427 0.31566 0.9417 -1.0254 -0.6968
C 1.20629 0.96733 0.85394 0.0102 0.1874 0.3000
O -0.28393 -0.83833 1.34445 -0.0546 0.2764 -0.4824
O 0.66687 -0.65659 -0.86481 -0.5030 0.5748 0.9310
C 1.27047 -1.91747 -0.62118 -0.1039 0.0611 0.1820
H -1.20306 2.56323 0.76860 0.0714 -0.1599 -0.0363
H -2.52245 2.28657 -0.49579 0.2512 -0.1035 0.0262
H 1.74591 0.47739 1.67292 -0.2130 -0.1097 -0.2271
H 1.93656 1.21769 0.07754 -0.3811 -0.1190 0.0044
H 0.82442 1.90518 1.26473 -0.1093 -0.1451 -0.0294
H -1.14441 -1.21933 1.10618 0.2666 0.0108 0.1122
H 1.84805 -2.19820 -1.50630 -0.2023 0.2276 0.0438
H 0.49431 -2.66995 -0.45248 0.2249 -0.0873 0.0964
H 1.95268 -1.87371 0.23183 -0.0644 -0.1142 0.0299